Molecular formula: C45H69BN4O11S
Method: DFT, the ωB97M-V functional and the def2-TZVPD basis

CARTESIAN COORDINATES (ANGSTROEM)
C: 6.72 3.64 -0.20
C: 5.67 4.69 -0.67
C: 4.33 4.61 0.12
C: 3.31 3.73 -0.60
N: 1.96 3.81 0.02
C: 1.25 2.59 -0.32
C: 1.18 2.20 -1.65
C: 0.55 1.03 -1.95
C: -0.02 0.23 -0.98
C: 0.04 0.59 0.36
C: -0.53 -0.25 1.48
C: -2.09 -0.36 1.54
C: -2.87 0.66 0.70
C: -4.34 0.15 0.57
O: -4.67 -0.02 -0.82
C: -5.75 -0.77 -1.03
C: -6.09 -1.08 -2.48
O: -6.49 -1.20 -0.16
C: 0.70 1.80 0.67
C: 0.87 2.29 2.11
C: -0.68 -1.05 -1.45
O: -1.75 -1.46 -1.06
C: 0.09 -1.78 -2.54
C: 0.24 -3.16 -2.55
C: -0.40 -4.01 -1.47
C: 0.47 -5.20 -0.98
C: 0.04 -5.53 0.45
O: -0.33 -6.65 0.73
N: 0.01 -4.50 1.45
C: 1.24 -4.41 2.22
C: 2.01 -3.28 2.11
C: 3.17 -3.19 2.86
C: 3.53 -4.24 3.67
C: 2.75 -5.36 3.78
C: 1.58 -5.46 3.05
C: 0.98 -3.68 -3.60
N: 1.21 -5.11 -3.70
C: 0.67 -5.59 -4.68
S: -0.12 -6.20 -5.89
C: 1.55 -2.87 -4.55
C: 1.41 -1.49 -4.53
B: 2.14 -0.64 -5.65
N: 3.48 -0.08 -5.36
O: 1.58 -0.37 -6.86
C: 0.66 -0.97 -3.50
C: 0.48 0.53 -3.37
O: 0.26 1.26 -4.32
H: 6.88 2.90 -0.99
H: 6.33 3.09 0.67
H: 7.68 4.09 0.06
H: 5.49 4.53 -1.74
H: 6.11 5.69 -0.58
H: 4.60 4.24 1.12
H: 3.96 5.64 0.18
H: 3.31 4.06 -1.66
H: 3.68 2.70 -0.63
H: 1.51 4.57 -0.49
H: 1.62 2.80 -2.45
H: -0.12 -1.26 1.35
H: -0.19 0.07 2.47
H: -2.36 -1.36 1.16
H: -2.41 -0.33 2.58
H: -2.92 1.63 1.21
H: -2.52 0.76 -0.33
H: -4.43 -0.79 1.11
H: -5.03 0.87 1.03
H: -6.33 -2.14 -2.59
H: -5.24 -0.81 -3.12
H: -7.00 -0.54 -2.76
H: 1.78 2.89 2.11
H: 0.02 2.89 2.45
H: 1.08 1.45 2.76
H: -1.37 -4.40 -1.82
H: -0.55 -3.36 -0.61
H: 0.19 -6.08 -1.56
H: 1.55 -5.04 -1.06
H: -0.82 -4.55 2.02
H: 1.72 -2.45 1.48
H: 3.76 -2.28 2.76
H: 4.47 -4.16 4.22
H: 3.05 -6.17 4.44
H: 0.92 -6.32 3.10
H: 2.14 -3.35 -5.33
H: 3.55 0.19 -4.38
H: 4.19 -0.80 -5.51
H: 2.30 -0.01 -7.40
C: -10.64 0.23 -0.21
C: -10.09 1.20 -1.23
O: -8.76 1.61 -0.89
H: -10.64 0.68 0.78
H: -11.65 -0.08 -0.46
H: -10.01 -0.67 -0.15
H: -10.70 2.10 -1.27
H: -10.07 0.75 -2.23
H: -8.22 0.81 -0.86
C: 5.41 6.11 4.22
C: 4.12 5.31 4.23
O: 4.33 3.99 3.73
H: 5.82 6.17 3.21
H: 5.24 7.12 4.59
H: 6.16 5.63 4.85
H: 3.38 5.78 3.59
H: 3.71 5.24 5.24
H: 4.98 3.57 4.29
C: -0.95 7.18 -1.29
C: 0.36 7.72 -0.74
O: 0.62 7.19 0.56
H: -1.78 7.44 -0.62
H: -1.16 7.59 -2.28
H: -0.93 6.09 -1.36
H: 0.32 8.80 -0.65
H: 1.19 7.45 -1.40
H: 0.66 6.23 0.48
C: 8.16 -3.91 1.49
C: 7.26 -2.97 2.27
O: 6.03 -2.74 1.58
H: 8.38 -3.49 0.50
H: 9.10 -4.08 2.01
H: 7.67 -4.87 1.33
H: 7.74 -2.01 2.41
H: 7.03 -3.39 3.26
H: 5.60 -3.60 1.46
C: -8.07 -3.28 1.16
C: -9.10 -3.52 2.24
O: -9.95 -4.63 1.91
H: -8.55 -3.09 0.20
H: -7.43 -2.44 1.41
H: -7.43 -4.16 1.03
H: -9.75 -2.65 2.35
H: -8.62 -3.73 3.20
H: -9.39 -5.40 1.81

Summary:
E_HOMO   -9.29 eV
Kohn-Sham gap   8.758 eV
LUMO level   -0.533 eV
Energy above the lowest of the compared OMol25 structures with the same formula, charge and spin   0.000 eV
F_max   1.78 eV Å⁻¹
Calculated total energy   -87779.15117 eV
SMILES   CCCCNc1cc2c(c(CCCCOC(C)=O)c1C)C(=O)c1c(CCC(=O)Nc3ccccc3)c(N=C=S)cc(B(N)O)c1C2=O.CCO.CCO.CCO.CCO.CCO


Molecular formula: C45H72FIrN3O7P2S2
Method: DFT, the ωB97M-V functional and the def2-TZVPD basis

CARTESIAN COORDINATES (ANGSTROEM)
Ir: -0.12 0.05 -0.04
C: -2.22 -6.68 3.01
C: -2.67 -5.44 3.76
C: -4.11 -5.50 4.22
C: -5.06 -5.55 3.04
C: -4.76 -4.42 2.08
C: -5.72 -3.97 1.20
C: -5.46 -2.90 0.35
F: -6.43 -2.52 -0.49
C: -4.27 -2.23 0.36
C: -3.28 -2.67 1.24
C: -1.99 -1.98 1.27
O: -1.86 -0.91 0.61
C: -0.99 -2.58 2.06
C: -1.29 -3.67 2.84
N: -2.48 -4.24 2.90
C: -3.51 -3.78 2.07
C: 0.38 -2.07 2.09
O: 1.28 -2.70 2.63
O: 0.58 -0.90 1.55
H: -2.40 -7.57 3.62
H: -1.15 -6.63 2.78
H: -2.75 -6.79 2.06
H: -2.02 -5.29 4.62
H: -4.33 -4.61 4.83
H: -4.24 -6.37 4.86
H: -6.09 -5.46 3.38
H: -4.98 -6.51 2.52
H: -6.70 -4.44 1.17
H: -4.09 -1.39 -0.29
H: -0.50 -4.10 3.46
C: 0.70 3.03 2.69
C: -0.34 1.94 2.85
O: -1.02 1.61 1.63
C: -1.96 2.61 1.20
C: -3.28 1.94 0.88
H: 1.11 3.30 3.66
H: 0.27 3.93 2.25
H: 1.52 2.69 2.06
H: -1.09 2.24 3.58
H: 0.12 1.01 3.18
H: -1.56 3.14 0.33
H: -2.09 3.33 2.01
H: -3.15 1.15 0.15
H: -3.98 2.67 0.47
H: -3.71 1.51 1.78
C: -2.61 -1.90 -5.19
C: -1.94 -0.56 -5.38
C: -0.43 -0.65 -5.43
O: -2.33 0.42 -4.36
P: -2.72 0.23 -2.83
S: -4.46 -0.48 -2.55
S: -1.19 -0.92 -1.98
O: -2.49 1.71 -2.29
C: -3.15 2.96 -2.68
C: -2.07 3.92 -3.10
C: -4.22 2.82 -3.75
H: -2.35 -2.55 -6.03
H: -3.70 -1.80 -5.16
H: -2.29 -2.38 -4.26
H: -2.31 -0.10 -6.30
H: -0.04 -1.11 -4.52
H: 0.01 0.34 -5.55
H: -0.13 -1.26 -6.29
H: -3.61 3.31 -1.75
H: -1.52 3.51 -3.95
H: -1.37 4.11 -2.28
H: -2.51 4.87 -3.40
H: -3.79 2.57 -4.71
H: -4.73 3.78 -3.83
H: -4.96 2.07 -3.49
N: 0.79 2.76 -3.08
C: 1.27 3.45 -1.99
C: 0.90 2.73 -0.91
N: 0.17 1.62 -1.33
C: 0.14 1.67 -2.65
H: 0.91 3.02 -4.04
H: 1.83 4.36 -2.07
H: 1.08 2.92 0.12
H: -0.34 0.98 -3.31
O: 1.89 0.42 -0.06
P: 3.18 -0.45 0.03
C: 3.69 -0.59 1.75
C: 3.35 0.69 2.54
C: 3.95 0.59 3.93
C: 5.49 0.62 3.88
C: 6.00 0.15 2.51
C: 5.17 -1.02 2.00
C: 2.94 -2.16 -0.57
C: 4.23 -2.98 -0.89
C: 4.51 -3.03 -2.39
C: 3.40 -3.82 -3.10
C: 2.03 -3.59 -2.44
C: 1.96 -2.22 -1.76
C: 4.38 0.53 -0.94
C: 3.80 0.86 -2.33
C: 4.54 2.07 -2.92
C: 6.02 2.12 -2.49
C: 6.55 0.70 -2.27
C: 5.83 0.02 -1.09
H: 3.03 -1.37 2.12
H: 2.27 0.77 2.58
H: 3.73 1.58 2.03
H: 3.61 -0.35 4.38
H: 3.57 1.39 4.57
H: 5.89 -0.02 4.66
H: 5.85 1.63 4.07
H: 7.05 -0.14 2.59
H: 5.95 0.98 1.80
H: 5.17 -1.81 2.75
H: 5.63 -1.45 1.11
H: 2.47 -2.61 0.31
H: 4.07 -4.00 -0.53
H: 5.09 -2.60 -0.34
H: 5.47 -3.49 -2.58
H: 4.56 -2.01 -2.78
H: 3.64 -4.88 -3.07
H: 3.36 -3.53 -4.15
H: 1.84 -4.36 -1.68
H: 1.23 -3.67 -3.17
H: 0.96 -2.04 -1.41
H: 2.18 -1.45 -2.50
H: 4.38 1.46 -0.36
H: 2.74 1.07 -2.26
H: 3.93 0.00 -2.98
H: 4.04 2.99 -2.62
H: 4.49 2.02 -4.01
H: 6.12 2.69 -1.56
H: 6.61 2.63 -3.24
H: 7.62 0.72 -2.07
H: 6.40 0.12 -3.19
H: 6.39 0.21 -0.17
H: 5.85 -1.06 -1.25

Summary:
E_HOMO (alpha / beta)   -9.96 / -9.96 eV
Kohn-Sham gap (alpha / beta)   7.341 / 7.342 eV
LUMO level (alpha / beta)   -2.622 / -2.621 eV
Energy above the lowest of the compared OMol25 structures with the same formula, charge and spin   2.001 eV
F_max   1.73 eV Å⁻¹
Net charge   +1
Calculated total energy   -112441.09069 eV


Molecular formula: C45H79N7O9S
Method: DFT, the ωB97M-V functional and the def2-TZVPD basis

CARTESIAN COORDINATES (ANGSTROEM)
C: -3.84 -2.70 3.61
C: -4.10 -1.18 3.60
C: -3.06 -0.37 2.85
C: -2.52 -0.82 1.66
C: -1.58 -0.10 0.92
C: -1.12 -0.66 -0.40
C: -2.04 -1.41 -1.14
C: -1.71 -1.95 -2.38
C: -0.44 -1.76 -2.90
C: 0.47 -1.02 -2.18
C: 0.15 -0.47 -0.95
C: -1.15 1.11 1.47
O: -0.22 1.86 0.73
N: 1.02 1.87 1.40
O: 1.88 2.20 0.68
C: -1.65 1.62 2.66
C: -2.63 0.87 3.33
S: -3.33 1.57 4.80
C: -3.39 3.25 4.25
C: -4.46 4.08 4.56
C: -4.46 5.39 4.10
C: -3.40 5.87 3.34
C: -2.33 5.03 3.03
C: -2.32 3.72 3.49
N: -1.20 2.87 3.19
C: -0.33 2.70 4.40
C: 1.15 3.01 4.17
C: 2.10 1.90 4.63
C: 1.65 0.49 4.27
O: 1.23 -0.18 5.51
C: 0.22 -1.06 5.32
O: 0.32 -2.08 4.71
H: -3.49 -3.02 4.59
H: -3.10 -3.02 2.89
H: -4.76 -3.24 3.40
H: -4.08 -0.84 4.63
H: -5.08 -0.95 3.19
H: -2.87 -1.77 1.29
H: -3.04 -1.57 -0.77
H: -2.46 -2.50 -2.93
H: -0.20 -2.17 -3.88
H: 1.45 -0.86 -2.61
H: 0.89 0.11 -0.43
H: -5.30 3.69 5.12
H: -5.28 6.05 4.31
H: -3.39 6.88 2.96
H: -1.51 5.38 2.42
H: -0.71 3.38 5.16
H: -0.47 1.70 4.80
H: 1.39 3.92 4.73
H: 1.33 3.27 3.13
H: 3.06 2.07 4.15
H: 2.29 1.95 5.70
H: 2.44 -0.11 3.84
H: 0.79 0.50 3.61
H: -0.74 -0.76 5.75
C: 1.47 5.44 -3.67
O: 0.84 4.45 -2.89
C: 1.07 4.53 -1.50
C: 0.16 5.53 -0.76
C: 0.55 6.99 -0.95
N: -1.25 5.35 -1.13
H: 2.44 5.72 -3.26
H: 0.85 6.34 -3.77
H: 1.62 5.02 -4.67
H: 0.85 3.54 -1.11
H: 2.13 4.73 -1.30
H: 0.26 5.30 0.31
H: 0.25 7.36 -1.93
H: 0.05 7.61 -0.21
H: 1.63 7.13 -0.85
H: -1.54 4.41 -0.90
H: -1.31 5.40 -2.14
C: 1.42 -1.84 -7.17
O: 1.35 -0.89 -6.12
C: 1.47 0.47 -6.51
C: 0.16 1.10 -7.01
C: -0.23 0.68 -8.43
N: -0.96 0.85 -6.11
H: 2.11 -1.52 -7.95
H: 0.44 -2.04 -7.60
H: 1.79 -2.77 -6.74
H: 1.77 1.00 -5.61
H: 2.27 0.58 -7.25
H: 0.33 2.18 -7.03
H: -0.65 -0.33 -8.44
H: -0.99 1.35 -8.82
H: 0.63 0.70 -9.10
H: -0.76 1.23 -5.19
H: -1.02 -0.15 -5.96
C: 2.87 -3.40 -0.76
O: 3.22 -3.16 -2.11
C: 4.60 -3.12 -2.39
C: 5.25 -4.50 -2.61
C: 5.48 -5.29 -1.33
N: 4.47 -5.32 -3.54
H: 3.59 -2.94 -0.07
H: 2.79 -4.47 -0.55
H: 1.89 -2.95 -0.59
H: 4.69 -2.56 -3.32
H: 5.14 -2.56 -1.61
H: 6.23 -4.32 -3.06
H: 4.55 -5.72 -0.94
H: 6.16 -6.11 -1.51
H: 5.91 -4.66 -0.55
H: 4.41 -4.84 -4.44
H: 3.51 -5.35 -3.21
C: 3.96 -8.37 -8.87
O: 3.99 -7.48 -7.77
C: 2.85 -7.50 -6.93
C: 2.85 -8.62 -5.88
C: 2.51 -9.99 -6.44
N: 4.10 -8.70 -5.13
H: 2.94 -8.48 -9.26
H: 4.35 -9.36 -8.60
H: 4.59 -7.95 -9.65
H: 2.87 -6.54 -6.41
H: 1.94 -7.53 -7.54
H: 2.06 -8.35 -5.16
H: 3.36 -10.43 -6.97
H: 2.25 -10.67 -5.63
H: 1.66 -9.95 -7.13
H: 4.28 -7.80 -4.67
H: 4.86 -8.77 -5.81
C: -5.87 5.20 10.50
O: -5.61 5.18 9.11
C: -4.24 5.10 8.75
C: -3.64 3.69 8.77
C: -3.35 3.16 10.17
N: -4.48 2.72 8.06
H: -5.10 5.74 11.05
H: -5.97 4.19 10.91
H: -6.82 5.71 10.64
H: -4.19 5.48 7.73
H: -3.65 5.79 9.38
H: -2.69 3.75 8.24
H: -4.26 2.83 10.68
H: -2.69 2.29 10.11
H: -2.86 3.91 10.79
H: -4.59 3.03 7.10
H: -5.42 2.78 8.44

Summary:
E_HOMO   -8.21 eV
Kohn-Sham gap   8.075 eV
LUMO level   -0.130 eV
F_max   0.75 eV Å⁻¹
Calculated total energy   -87634.14946 eV
SMILES   CCc1cc(-c2ccccc2)c(ON=O)c2c1Sc1ccccc1N2CCCCOC=O.COC[C@@H](C)N.COC[C@@H](C)N.COC[C@@H](C)N.COC[C@@H](C)N.COC[C@@H](C)N


Number 2 is which compound?
C45H72FIrN3O7P2S2


Which of these has the highest F_max?
C45H69BN4O11S


Among the records above, which one has the lowest F_max?
C45H79N7O9S


The highest calculated total energy belongs to which entry?
C45H79N7O9S